No. 1
DFT (ωB97M-V/def2-TZVPD) results for C17H53HfN4O8 as an isolated structure.

Results
E_tot (eV): -42097.0780
Energy relative to the best compared isomer or geometry (same formula, charge and spin) (kcal per mole): 87.5
Charge: +3
Lowest unoccupied orbital energy (Ha): -0.520
Kohn-Sham gap (eV): 1.8

```
83
C17H53HfN4O8 (ωB97M-V/def2-TZVPD)
Hf -19.1170 -24.3566 -7.7322
O -17.2145 -25.7698 -6.9515
O -18.9429 -19.1851 -4.1845
O -20.6697 -23.3820 -0.3758
O -18.8806 -23.8655 -5.4233
O -24.0578 -22.4917 -7.8915
O -16.9735 -23.2145 -7.5335
O -14.7461 -27.8027 -3.8600
O -18.3064 -27.7275 -3.9402
N -20.8240 -21.2133 -4.8870
N -21.2972 -23.4486 -6.8075
N -14.4645 -24.3919 -2.5112
N -21.9579 -25.9172 0.1645
C -22.7247 -24.9044 -5.4739
C -15.1137 -29.0601 -3.3644
C -18.3879 -23.6854 -4.0786
C -21.3109 -19.8707 -4.5631
C -15.2067 -26.6761 -3.1796
C -25.0203 -21.4421 -7.7938
C -17.9516 -18.6938 -3.2767
C -21.5951 -24.0690 -1.3058
C -22.6539 -24.1043 -6.7613
C -20.3993 -22.0209 -0.7080
C -23.6942 -22.9968 -6.6517
C -14.0002 -25.7357 -2.8335
C -20.2586 -19.2408 -3.6200
C -22.5015 -26.3953 -2.1018
C -21.5026 -25.5996 -1.1573
C -22.7085 -20.0161 -3.8931
C -13.0935 -26.3722 -1.7818
H -20.5469 -18.3114 -3.1288
H -18.0052 -19.4163 -2.4623
H -13.2472 -25.6190 -3.6128
H -21.2487 -23.8598 -2.3179
H -16.1536 -29.3813 -3.4233
H -14.4800 -29.8149 -3.8298
H -24.6732 -20.6976 -7.0774
H -21.3381 -22.9794 -5.9140
H -13.7049 -23.7272 -2.5474
H -18.9220 -27.0084 -3.7979
H -21.2073 -21.3607 -1.0232
H -24.5934 -23.2741 -6.1016
H -22.0126 -25.7283 -5.4266
H -18.3908 -24.5762 -3.4504
H -22.9019 -24.7846 -7.5760
H -22.1908 -26.3041 -3.1426
H -20.1738 -21.4431 -4.1491
H -26.0274 -21.6977 -7.4642
H -23.1470 -19.0933 -3.5131
H -20.5014 -25.9852 -1.3494
H -17.3101 -26.7171 -7.0497
H -22.6087 -23.6710 -1.2576
H -17.8579 -27.5016 -4.7551
H -13.7120 -26.9244 -1.0743
H -23.5231 -26.0151 -2.0981
H -12.6638 -25.6014 -1.1419
H -21.3403 -19.3467 -5.5184
H -16.6506 -22.3211 -7.6511
H -22.5199 -27.4500 -1.8274
H -16.3635 -25.6571 -6.5280
H -15.9498 -26.8444 -2.4001
H -16.3061 -23.6423 -6.9970
H -23.3435 -22.2127 -5.9808
H -20.1490 -20.9047 -5.5720
H -20.2065 -19.8023 -2.6872
H -12.2734 -26.9131 -2.2539
H -22.6058 -20.6138 -2.9875
H -23.4710 -20.3566 -4.5937
H -21.4743 -25.1699 0.6416
H -19.6345 -22.0764 -1.4827
H -19.9812 -21.4689 0.1338
H -18.1017 -17.6458 -3.0175
H -18.8225 -22.9282 -3.4260
H -23.6252 -25.5049 -5.3445
H -21.4011 -22.6292 -7.3887
H -16.9195 -18.8561 -3.5873
H -15.9169 -26.1407 -3.8097
H -17.3274 -23.4575 -4.1854
H -14.9956 -28.9266 -2.2891
H -22.8918 -25.5508 0.2815
H -14.7128 -24.3171 -1.5350
H -22.5035 -24.2762 -4.6110
H -24.9456 -21.0146 -8.7937
```



No. 2
DFT (ωB97M-V/def2-TZVPD) results for C17H54N3O11Zr as an isolated structure.

Results
E_tot (eV): -46731.9570
Charge: +3
Lowest unoccupied orbital energy (Ha): -0.485
Kohn-Sham gap (eV): 1.5

```
86
C17H54N3O11Zr (ωB97M-V/def2-TZVPD)
Zr -4.0308 3.0599 4.3621
O 4.7190 -1.8575 6.3477
O 1.4488 -0.9674 7.8067
O 3.8745 -5.5599 3.7097
O -5.7374 5.4286 -3.8293
O 2.0414 2.4747 -3.9465
O -3.2919 5.7301 2.2523
O -4.3735 -0.7963 -4.6981
O -3.3290 4.8215 -1.9369
O -0.9588 1.8140 2.7939
O -2.2645 1.3091 7.1640
O -4.5115 -0.6624 4.4886
N -3.7830 -1.9845 -2.2082
N 5.1005 4.7076 -3.2238
N 0.7922 -5.2370 2.7040
C -4.2693 0.2482 -5.6766
C -5.0215 6.2879 -2.9271
C 2.2640 1.9633 -5.2397
C 3.2731 -5.1005 2.5003
C 2.3929 -1.2871 6.6634
C 2.8094 3.6412 -3.6014
C 3.8589 -0.8674 6.9556
C 4.6620 2.4798 -2.3754
C 0.0347 1.3276 1.9049
C 1.9883 -5.7582 1.9878
C -3.0595 -1.1430 -4.3045
C -3.2147 -3.6294 -3.8460
C 4.3728 3.4731 -3.4831
C -2.8952 -2.2782 -3.2626
C 4.3979 -6.8923 3.6513
C 1.8434 -5.5307 0.4407
C -3.5894 5.7907 -2.8831
H 4.7674 5.3528 -3.9258
H 2.2048 -2.3562 6.5650
H 1.9440 -0.8232 5.7851
H 4.6645 -7.0529 4.6959
H 4.1408 -5.0584 1.8419
H 1.9265 0.9281 -5.2900
H -4.8994 -1.0790 3.7191
H -2.9186 6.5974 -2.5875
H -2.4836 -0.2613 -4.0234
H -4.1115 -3.6323 -4.4655
H -1.8761 -2.2924 -2.8761
H -6.6558 5.4223 -3.5495
H -4.5183 -1.3447 5.1600
H -3.6145 1.0762 -5.4050
H 2.7155 -5.6904 -0.1935
H 5.7139 2.4102 -2.0985
H 5.3015 -6.9119 3.0419
H 4.1921 1.4983 -2.3109
H -1.3325 1.2268 7.3659
H 0.9656 1.8938 1.9366
H 0.0580 -5.4172 2.0343
H -3.3776 -4.4964 -3.2057
H 2.0254 -6.8194 2.2338
H 1.5867 -4.4859 0.2658
H 4.1891 2.9172 -1.4961
H -3.1238 5.3886 -3.7829
H 4.7741 3.1934 -4.4572
H -5.2369 0.5940 -6.0403
H -2.4677 -1.5001 -5.1473
H -4.6769 -1.9661 -2.6779
H -3.6519 -1.0117 -1.9705
H 4.2356 0.1292 6.7253
H 1.0106 -6.0686 -0.0125
H 2.9564 -4.0689 2.6544
H 0.3715 0.3382 2.2141
H -3.0624 6.6402 2.4405
H -2.4719 -3.8089 -4.6233
H 0.9211 -4.2455 2.5613
H -5.2544 7.2713 -3.3354
H -3.9556 -0.1888 -6.6246
H 4.8026 5.0463 -2.3201
H 3.2771 1.9060 -5.6377
H -2.6348 0.4552 7.3874
H 3.8032 -7.6903 3.2067
H -3.5147 4.0008 -2.3990
H 3.9635 -0.8652 8.0406
H 1.7061 2.5265 -5.9878
H 2.4524 4.4510 -4.2376
H -0.3623 1.2723 0.8913
H -5.5134 6.3377 -1.9556
H 4.2933 -2.7178 6.3359
H 2.6160 3.9204 -2.5657
H -3.1314 5.6313 1.3139
H 1.7225 -1.5777 8.4953
```



No. 3
DFT (ωB97M-V/def2-TZVPD) results for a 11-piece molecular cluster, C17H56N10O17 overall.

Results
E_tot (eV): -68247.8731
Energy relative to the best compared isomer or geometry (same formula, charge and spin) (kcal per mole): 12.0
Lowest unoccupied orbital energy (Ha): -0.003
Kohn-Sham gap (eV): 8.2
SMILES: NC(N)=O.NC(N)=O.NC(N)=O.NC(N)=O.NC(N)=O.OCCO.OCCO.OCCO.OCCO.OCCO.OCCO

```
100
C17H56N10O17 (ωB97M-V/def2-TZVPD)
O -0.4455 -12.6991 -26.2468
O -10.7513 -12.9112 -27.9223
O -1.8906 -11.6003 -23.9657
O -8.5943 -15.5226 -28.3009
O -7.7101 -16.1143 -24.3963
O -7.8161 -10.6717 -24.2695
O -5.8227 -13.1910 -32.5548
O -8.6613 -15.7235 -31.3563
O -8.2140 -10.3465 -31.0395
O -3.2105 -13.2564 -30.3397
O -5.7530 -9.7829 -25.8671
O -8.6719 -13.2388 -29.7065
O -5.3434 -8.2474 -31.2749
O -5.8538 -16.0908 -27.2576
O -10.0770 -10.1118 -25.5957
O -6.5922 -12.5334 -27.1406
O -2.3739 -14.5696 -24.1985
N -6.7746 -14.1432 -23.7239
N -3.2020 -16.3606 -25.4398
N -4.2848 -14.3663 -25.4209
N -7.0285 -14.8179 -33.5621
N -4.6398 -11.9814 -28.1448
N -5.7364 -13.4224 -34.8463
N -1.1316 -12.5414 -30.9220
N -3.0056 -12.0804 -32.2240
N -5.9405 -13.7279 -28.9560
N -8.0228 -14.2120 -25.6462
C -3.2245 -15.1076 -24.9062
C -9.5963 -14.6300 -31.5179
C -0.7969 -11.3184 -26.0809
C -7.8261 -16.6939 -28.5698
C -9.0201 -13.3019 -31.0669
C -9.9560 -10.8915 -26.8071
C -6.9806 -9.9522 -31.6052
C -5.7487 -12.7391 -28.0536
C -11.0732 -11.9282 -26.9079
C -2.4642 -12.6076 -31.0921
C -6.9425 -17.0286 -27.3931
C -6.0663 -9.2682 -30.5672
C -6.2000 -13.7526 -33.5968
C -7.4629 -14.9192 -24.6212
C -5.7665 -9.5415 -24.4714
C -2.1181 -11.2199 -25.3186
C -7.2036 -9.4365 -23.9242
H -8.4073 -14.8266 -26.3474
H -9.9946 -10.1773 -27.6312
H -2.3805 -10.1572 -25.4251
H -5.2609 -8.6054 -24.2282
H -3.9775 -16.5633 -26.0479
H -4.9056 -12.8586 -34.7899
H -6.5944 -13.2007 -24.0049
H -6.3974 -10.8304 -31.9112
H -4.0306 -11.9678 -28.9461
H -2.5608 -11.5742 -32.9655
H -11.1650 -12.4593 -25.9594
H 0.0823 -13.0306 -25.5154
H -7.2767 -16.6049 -29.5099
H -8.5193 -17.5450 -28.6064
H -6.6743 -8.9468 -29.7167
H -11.5800 -13.2399 -28.2795
H -9.0324 -11.4716 -26.8321
H -1.0973 -10.9918 -27.0807
H -10.5189 -14.9082 -30.9995
H -7.1183 -9.3454 -32.4978
H -7.7007 -13.2758 -25.8902
H -5.3072 -13.6275 -29.7464
H -7.6384 -8.5504 -24.3948
H -8.1512 -12.9682 -31.6262
H -0.0884 -10.7123 -25.5256
H -7.2698 -9.2894 -22.8465
H -6.2589 -10.5985 -26.0171
H -2.9967 -11.7770 -25.6389
H -9.3854 -13.3217 -29.0431
H -9.1174 -16.5680 -31.3815
H -5.1773 -10.3659 -24.0614
H -6.4458 -17.9913 -27.5034
H -6.9366 -13.9089 -28.9852
H -5.8383 -15.4294 -27.9655
H -6.0685 -13.9566 -35.6193
H -8.0332 -11.0600 -30.4133
H -6.5240 -14.6060 -22.8725
H -4.4506 -11.4106 -27.3366
H -4.2748 -13.3698 -25.4218
H -7.6128 -17.0080 -26.5314
H -8.6918 -15.0436 -29.1342
H -10.8572 -9.5807 -25.7889
H -12.0433 -11.5036 -27.1745
H -9.7613 -14.6642 -32.6027
H -0.5724 -12.9682 -30.2046
H -4.6153 -8.0418 -30.6759
H -7.4051 -15.0926 -32.6559
H -9.9137 -12.6733 -31.1785
H -5.3704 -10.0253 -30.1934
H -0.6415 -11.7119 -31.2290
H -7.4668 -15.1496 -34.3988
H -4.9305 -14.8985 -25.9806
H -2.3907 -16.9324 -25.3096
H -2.0289 -12.5674 -23.9319
H -8.4838 -10.5863 -24.9662
H -3.9409 -12.4340 -32.3959
```



No. 4
DFT (ωB97M-V/def2-TZVPD) results for a 11-piece molecular cluster, C17H56N12O11 overall.

Results
E_tot (eV): -58934.5024
Energy relative to the best compared isomer or geometry (same formula, charge and spin) (kcal per mole): 290.2
Lowest unoccupied orbital energy (Ha): -0.011
Kohn-Sham gap (eV): 7.9
SMILES: NC(N)=O.NC(N)=O.NC(N)=O.NC(N)=O.NC(N)=O.NC(N)=O.CC(C)O.CC(C)O.CC(C)O.CO.CO

```
96
C17H56N12O11 (ωB97M-V/def2-TZVPD)
O 1.5255 -2.1433 6.5544
O 1.0945 -3.3933 1.0234
O -2.2245 -3.9203 -2.1726
O 0.4195 -0.7923 -4.7706
O 2.9435 -0.8313 1.3734
O -3.9425 -1.6563 1.1484
O -0.8475 0.1917 -1.2786
O -1.9425 0.8497 -4.3136
O -1.4815 2.1387 1.0454
O 1.6985 5.0137 -0.1826
O 0.4505 1.3087 4.8554
N -3.0865 0.7177 0.0404
N -0.7915 -3.9523 2.4034
N 0.0545 -3.1033 4.9884
N 1.0985 -1.2633 4.3484
N 0.5505 0.0447 0.5724
N -3.6445 1.5057 1.9114
N -0.4145 -1.9113 2.0824
N -0.4385 -2.8013 -3.1126
N -2.2825 -1.7153 -2.9296
N 3.3905 -1.0883 -0.9796
N 0.7495 -1.5043 -0.9446
N 5.0345 -1.1293 0.3594
C 0.0875 1.8317 3.8234
C -2.7255 1.4607 1.0174
C 1.3445 1.7817 3.0024
C -3.1095 -2.3453 0.2034
C 1.5085 0.8047 -3.4886
C 0.1535 -0.3883 -0.6056
C 0.7155 4.3487 -0.5216
C 1.4785 -0.1853 -4.6306
C -2.5605 1.4217 -3.1686
C 1.2225 2.9617 -0.8366
C 0.8955 -2.1983 5.2934
C -1.6425 -2.8153 -2.7116
C -0.4745 3.1627 4.0264
C -0.0555 -3.0973 1.7664
C 3.7925 -1.0623 0.2424
C -0.0805 4.9047 -1.7086
C 2.5795 -1.2473 -4.4666
H -0.2805 -0.1133 -4.8026
H -0.0825 -3.7033 -3.0996
H 1.9955 0.4507 -2.5856
H -3.5475 2.0657 2.7654
H 0.9725 -2.2803 -0.2766
H -3.2815 -1.5853 -2.5966
H 0.6155 0.3527 4.6864
H -0.0815 -2.0973 -3.8096
H 3.4765 -0.7073 -4.2636
H 0.3865 2.2957 -1.0426
H -0.1215 3.9007 3.3254
H 0.2625 -1.9423 -1.7426
H 2.2495 2.2337 3.5074
H -3.7155 -2.6993 -0.5786
H 2.0195 2.7977 -1.5896
H -0.2935 -3.3713 4.0244
H -0.3585 5.9307 -1.4536
H -0.6445 1.1337 3.4684
H -1.5705 3.2037 4.0864
H 2.1025 -0.8773 4.4654
H -2.9805 0.5897 -2.6506
H -0.0485 -1.1263 1.4374
H -0.0735 -3.8303 5.6814
H 5.2355 -1.0943 1.3944
H -0.8765 4.2877 -2.0136
H -2.7785 -3.3023 0.6304
H -1.7905 2.0577 -2.6486
H 0.5065 1.1427 -3.2096
H 2.0125 1.6957 -3.8786
H 0.1055 4.2057 0.3554
H -1.7755 -3.7993 2.6584
H -2.4385 0.6657 -0.7606
H -0.0885 3.5787 4.9154
H 3.8855 -1.5603 -1.7836
H 0.5625 -1.4273 3.4184
H 1.1705 2.3667 2.0674
H -4.5375 1.1047 1.8374
H 2.2735 -1.8553 -3.6136
H -2.2265 -1.7933 -0.0816
H -3.3415 2.0947 -3.5586
H -3.4185 -0.2183 0.4024
H -1.2865 -1.5873 2.5834
H -1.7565 -0.8113 -2.9776
H 2.6185 -1.9903 -5.2826
H 0.2145 0.9257 0.8724
H 0.6565 4.9277 -2.5336
H -4.4725 -2.2943 1.6404
H 1.5985 0.4677 -5.4946
H 1.7215 2.5367 0.0464
H 1.4375 -0.2953 0.9864
H 2.3135 -1.0943 -1.0196
H -0.5475 -4.9393 2.3614
H 1.6755 0.7747 2.7424
H 2.1595 5.1937 -1.0116
H -2.6295 0.6917 -4.9676
H 5.7765 -1.1783 -0.2886
```